[1]
The following is a quantum chemistry calculation of an isolated molecule of C19H27ClN6O2, from OMol25.

Frontier orbital gap, eV: 8.985
HOMO energy, eV: -9.135
E, a.u.: -1679.4868

The geometry in ORCA input format:
```
! RIJCOSX wB97M-V def2-TZVPD def2/J DEFGRID3
* xyz 0 1
Cl 0.6761 -4.1255 -2.5504
O 0.0905 2.2123 2.1268
O 1.9610 -2.0668 -0.8721
N -2.3781 -4.5471 -0.1248
N -0.8965 -3.0726 0.9518
N -2.1290 0.7592 -0.2378
N 1.2598 -1.6114 1.2339
N 0.6150 0.9100 0.3276
N -1.6259 0.3824 -1.4280
C -1.5329 -4.6221 -1.1340
C -2.0208 -3.7690 0.9008
C -2.0063 -1.4099 -3.0590
C 1.1725 -2.2247 0.0423
C -2.9500 -3.6915 2.0693
C 2.0320 0.6604 0.5646
C -0.1979 1.6858 1.0644
C 2.8191 1.8563 1.0829
C -3.0942 -0.0778 0.1849
C 2.6843 3.1260 0.2431
C 3.4965 4.2474 0.8827
C -1.5598 3.1471 -0.4388
C -2.2925 -0.7154 -1.7679
C -0.0473 -3.1237 -0.0733
C -3.2390 -1.0480 -0.7796
C 2.2301 -0.5668 1.4754
C 3.1079 2.9104 -1.2068
C -1.5938 1.9191 0.4617
C -0.3288 -3.9247 -1.1688
H -0.9157 2.9686 -1.2984
H -2.5877 -2.3278 -3.1361
H 3.8736 1.5544 1.0964
H 4.5598 3.9919 0.8976
H 0.2275 0.5559 -0.5380
H 3.3866 5.1803 0.3271
H 2.4226 0.3851 -0.4148
H -2.7775 -2.7757 2.6290
H -3.6034 0.0879 1.1201
H 1.6319 3.4263 0.2552
H -1.8052 -5.2566 -1.9703
H 0.4874 -1.7483 1.8662
H -2.2626 -0.7713 -3.9047
H -3.9825 -3.7445 1.7304
H 2.1312 -0.2724 2.5206
H 4.1373 2.5440 -1.2578
H 3.0614 3.8475 -1.7644
H 2.4694 2.1906 -1.7215
H -0.9485 -1.6616 -3.1418
H -2.2516 2.0955 1.3114
H -3.9337 -1.8708 -0.7852
H 3.1778 4.4246 1.9112
H -2.7764 -4.5403 2.7338
H -2.5621 3.3812 -0.7967
H 3.2388 -0.9531 1.3211
H 2.5261 2.0749 2.1100
H -1.1766 3.9940 0.1290
*
```

***

[2]
The following is a quantum chemistry calculation of a structure of composition C19H27F3N2O at a distorted geometry, from OMol25.

Frontier orbital gap, eV: 7.953
HOMO energy, eV: -8.335
E, a.u.: -1223.9955

The geometry in ORCA input format:
```
! RIJCOSX wB97M-V def2-TZVPD def2/J DEFGRID3
* xyz 0 1
F 2.8235 -2.9385 3.6345
F 1.8472 -5.0217 3.1467
F 0.5680 -3.2088 3.2637
O 1.8431 -0.7732 -2.6107
N -2.5628 4.4590 -0.5155
N -0.0845 1.7025 -0.8601
C -0.0592 -0.7544 -1.2245
C -2.0733 3.0093 -0.6358
C 1.8164 -3.6988 2.6087
C -0.8628 0.5901 -1.6751
C -5.4821 4.9045 -0.9979
C 1.2282 -0.7159 -1.2537
C -4.5230 4.5163 -2.2277
C -3.1468 5.0038 -1.6447
C 3.0618 -4.3517 0.6220
C 1.8576 -2.0424 -0.6511
C 2.2062 -3.4610 1.3132
C 2.0594 0.4373 -0.4098
C -4.9322 4.1388 0.1178
C 1.5931 -2.3666 0.5236
C -0.7242 2.9378 -1.4312
C 1.2458 1.6187 -1.1487
C 3.0168 -4.2540 -0.7122
C -3.5104 4.5976 0.5204
C 2.5838 -3.1149 -1.3064
H -2.2370 2.6542 0.2209
H 1.4160 2.4045 -0.4952
H 3.1410 0.5389 -0.6064
H -4.8257 3.2450 0.2021
H 1.4969 1.9256 -2.1863
H -5.6503 4.3877 1.1189
H 1.1499 -1.5275 1.1982
H -4.6516 5.1292 -3.0561
H -0.4237 0.5974 -2.6934
H 1.7172 0.3969 0.6088
H -1.9228 0.5016 -1.5603
H -5.4268 6.1104 -0.8706
H 3.1434 -5.4334 1.2119
H -0.8102 3.2372 -2.5009
H -2.8870 2.5219 -1.3829
H -0.5485 -0.9292 -0.1671
H -0.6311 -1.6101 -1.8068
H -4.2646 3.5942 -2.2384
H -3.0621 5.9813 -1.4832
H -2.2235 4.8060 -2.6149
H 3.6247 -4.9244 -1.0567
H 2.8244 -2.8068 -2.4027
H -0.3296 3.7203 -0.6814
H -3.2914 4.1601 1.6541
H 1.4054 0.0464 -3.1189
H -6.3815 4.4799 -1.1391
H -3.7050 5.6096 0.6978
*
```

***

[3]
The following is a quantum chemistry calculation of an isolated molecule of C19H27FN4O4S, from OMol25.

Frontier orbital gap, eV: 9.540
HOMO energy, eV: -9.029
E, a.u.: -1758.2022

The geometry in ORCA input format:
```
! RIJCOSX wB97M-V def2-TZVPD def2/J DEFGRID3
* xyz 0 1
S 0.1151 3.4407 -3.7212
F 1.1882 -8.3154 -0.5957
O -1.2581 -6.8078 -2.6312
O 1.7262 -1.3328 0.0130
O -0.7274 2.7299 -4.6331
O -0.3385 4.6270 -3.0543
N 0.8952 -6.1383 -2.4221
N 1.4275 2.5919 -1.4546
N 0.1316 -1.8422 -1.6034
N 1.5241 3.8903 -4.4667
C -2.7612 -9.0959 0.8191
C 1.0195 0.4053 -1.3987
C 1.0414 -0.9852 -0.9261
C 1.9175 3.9122 -1.0902
C 1.6694 -5.0866 -0.2829
C 0.6484 -5.1367 -3.4588
C -0.0347 -3.8706 -2.9482
C 0.6524 2.2781 -2.5529
C 0.6499 -3.2241 -1.7393
C -2.5870 -8.1643 -0.4129
C -1.0981 -8.3719 -0.3097
C 2.0404 -5.8601 -1.5520
C -0.1730 -6.9043 -2.0702
C 1.6517 1.4582 -0.7622
C -1.1980 -1.7830 -0.9880
C 0.5219 -4.0932 -0.4728
C -0.0537 -7.8883 -0.9572
C -1.2245 -9.3334 0.8478
C 0.3816 0.9346 -2.5439
H 0.0315 -5.5906 -4.2311
H -3.0096 -8.5360 -1.3450
H 1.0852 4.5798 -0.8810
H 1.4680 4.8673 -4.7312
H 2.5408 3.8078 -0.2064
H -0.4315 -4.6308 -0.5016
H -2.9140 -7.1314 -0.2941
H 2.5091 4.3258 -1.9046
H -0.7111 -9.0162 1.7562
H 2.2365 1.4564 0.1428
H 1.7273 3.2976 -5.2631
H 1.6179 -4.8919 -3.8974
H 0.4992 -3.4515 0.4060
H 2.5570 -4.5504 0.0629
H 2.7250 -5.2671 -2.1579
H -1.8947 -2.3793 -1.5747
H 1.7144 -3.1046 -1.9682
H -0.1994 0.4011 -3.2763
H 1.3999 -5.7893 0.5090
H -3.1488 -8.5998 1.7065
H -1.5530 -0.7522 -0.9924
H -1.0683 -4.1201 -2.6987
H -1.2005 -2.1440 0.0451
H -0.0596 -3.1449 -3.7646
H -0.9055 -10.3506 0.6182
H 2.5644 -6.7776 -1.3033
H -3.3551 -9.9886 0.6345
*
```

***

[4]
The following is a quantum chemistry calculation of a structure of composition C19H27IN2O2SiTl at a distorted geometry, from OMol25.

Frontier orbital gap, eV: 5.979
HOMO energy, eV: -3.636
E, a.u.: -1759.9680

The geometry in ORCA input format:
```
! RIJCOSX wB97M-V def2-TZVPD def2/J DEFGRID3
* xyz -1 1
Tl -1.4823 -0.5999 0.5926
I -0.2855 2.2016 0.1175
Si -1.3918 0.3750 4.0641
O -0.7230 -0.1171 -2.0204
O -1.8023 0.8427 2.6361
N -0.1799 -0.4973 -4.1702
N -2.3618 0.0840 -3.5670
C 3.8790 2.3915 1.3204
C 4.2480 1.1146 1.6243
C 1.5272 -2.0524 1.3180
C -1.7936 0.0366 -5.9068
C -3.3296 0.4176 -2.5482
C 2.8371 -2.2893 1.7557
C 1.1795 -0.8034 -3.7871
C 2.5642 2.6460 0.9140
C 0.4342 0.7707 4.5211
C -0.5526 -0.7613 -5.5364
C -1.4997 -1.5396 4.2422
C 3.3189 0.0576 1.5442
C 1.6635 1.6213 0.8195
C -2.4820 1.1198 5.4598
C -1.0783 -0.1914 -3.1833
C 1.9672 0.2790 1.1214
C 1.0286 -0.7931 1.0055
C 3.7170 -1.2507 1.8742
C -2.8649 -0.2632 -4.8702
H 3.1523 -3.3006 2.0009
H 0.2916 -0.4833 -6.1754
H 1.3230 -0.4871 -2.7551
H 0.8770 -2.9222 1.2331
H -4.0915 1.0637 -2.9832
H 2.2637 3.6524 0.6651
H -1.2211 -1.9006 5.2288
H 5.2642 0.8863 1.9254
H 4.5825 3.2109 1.3812
H -0.8246 -1.9904 3.5162
H -2.4572 2.2048 5.4189
H -2.4988 -1.9074 4.0174
H -2.1510 0.8176 6.4512
H 0.6814 0.6039 5.5676
H 1.0970 0.1513 3.9219
H -2.1237 -0.2270 -6.9121
H -3.5216 0.8216 5.3519
H 0.6702 1.8052 4.2842
H -3.7568 0.3398 -5.0580
H 1.3845 -1.8776 -3.8602
H -2.8245 0.9511 -1.7453
H -1.5661 1.1028 -5.8724
H 4.7319 -1.4150 2.2183
H -0.7420 -1.8367 -5.6837
H -3.8077 -0.4749 -2.1323
H -3.1516 -1.3255 -4.9185
H 1.8821 -0.2622 -4.4271
*
```